{"formula": "CH3N3O2", "method": "ωB97M-V with the def2-TZVPD basis set", "species": ["C", "N", "N", "N", "O", "H", "O", "H", "H"], "coordinates": [[-0.122, 1.066, -1.561], [-0.432, 2.017, -0.737], [-0.390, 1.402, 0.487], [-0.170, 0.179, 0.387], [0.002, -0.114, -0.963], [-0.028, 1.218, -2.636], [0.892, -3.187, 1.878], [0.254, -3.856, 2.193], [0.294, -2.534, 1.533]], "lowdin_charge": [-0.203, 0.056, -0.010, 0.039, 0.000, 0.139, -0.064, 0.046, -0.003], "homo_lumo_gap_ev": 11.832, "energy_ev": -9648.374, "de_lowest_kcal_mol": 70.5}

***

{"formula": "CH3N3O2S", "method": "ωB97M-V with the def2-TZVPD basis set", "species": ["C", "N", "N", "N", "O", "O", "S", "H", "H", "H"], "coordinates": [[0.041, -0.204, -0.147], [2.889, -0.414, 0.300], [-1.076, 0.547, 0.043], [-2.410, -0.016, -0.177], [-2.491, -1.150, -0.515], [-3.331, 0.739, 0.044], [1.488, 0.581, 0.415], [3.359, -0.224, -0.578], [-1.262, 1.548, 0.353], [2.793, -1.408, 0.261]], "lowdin_charge": [-0.368, -0.333, -0.074, -0.433, 0.103, 0.071, 0.821, 0.017, 0.171, 0.024], "homo_lumo_gap_ev": 9.249, "energy_ev": -20480.470, "de_lowest_kcal_mol": 117.8}

***

{"formula": "CH3N3O2S", "method": "ωB97M-V with the def2-TZVPD basis set", "species": ["C", "N", "N", "N", "O", "O", "S", "H", "H", "H"], "coordinates": [[0.512, 1.100, -0.185], [2.020, -1.296, -0.322], [0.779, -1.128, -0.331], [2.910, -0.531, -0.027], [4.106, -0.540, -0.140], [0.261, -1.729, 0.798], [2.040, 1.383, 0.392], [0.117, 1.161, -1.145], [-0.359, 1.125, 0.424], [-0.550, -1.290, 0.897]], "lowdin_charge": [-0.495, 0.008, -0.068, -0.359, 0.015, 0.007, 0.818, 0.003, 0.006, 0.065], "homo_lumo_gap_ev": [8.571, 8.571], "energy_ev": -20478.471, "de_lowest_kcal_mol": 163.9}

***

{"formula": "CH3N3O2Si", "method": "ωB97M-V with the def2-TZVPD basis set", "species": ["C", "N", "N", "N", "O", "O", "Si", "H", "H", "H"], "coordinates": [[0.149, 1.984, 0.211], [-0.002, 2.933, 0.811], [-2.309, -0.270, 0.232], [2.562, -2.100, -0.287], [1.837, -0.270, -0.671], [2.267, -2.221, 0.825], [0.570, 0.554, -0.883], [-2.701, -1.163, 0.483], [-1.796, 0.026, 1.065], [-0.576, 0.528, -1.786]], "lowdin_charge": [-0.325, 0.102, 0.105, -0.008, -0.388, -0.063, 0.649, -0.018, -0.026, -0.030], "homo_lumo_gap_ev": [5.245, 10.479], "energy_ev": -17522.817, "de_lowest_kcal_mol": 87.7}

***

{"formula": "CH3N3O2Si", "method": "ωB97M-V with the def2-TZVPD basis set", "species": ["N", "C", "Si", "N", "N", "O", "O", "H", "H", "H"], "coordinates": [[-1.277, 1.733, -2.196], [-0.767, 0.905, -1.608], [0.101, -0.362, -0.557], [-0.818, -1.182, 0.615], [1.028, 0.580, 0.728], [1.839, 1.341, 0.239], [0.695, 0.573, 1.907], [1.344, -0.861, -1.335], [-0.407, -1.264, 1.537], [-1.739, -1.464, 0.672]], "lowdin_charge": [0.101, -0.273, 0.590, -0.037, -0.476, 0.004, 0.007, 0.024, 0.045, 0.015], "homo_lumo_gap_ev": 10.550, "energy_ev": -17526.242, "de_lowest_kcal_mol": 8.7}

***

{"formula": "CH3N3OS", "method": "ωB97M-V with the def2-TZVPD basis set", "species": ["O", "C", "N", "S", "H", "H", "H", "N", "N"], "coordinates": [[-0.300, 1.045, 1.050], [-0.775, 0.709, -0.024], [-0.683, -0.520, -0.562], [-0.607, -1.908, 0.568], [-1.208, 1.548, -0.574], [-0.652, -0.705, -1.529], [-0.605, -1.098, 1.662], [2.890, 0.685, -0.129], [1.941, 0.244, -0.462]], "lowdin_charge": [-0.058, -0.506, -0.346, 0.723, 0.128, 0.068, -0.122, 0.070, 0.043], "homo_lumo_gap_ev": 9.512, "energy_ev": -18438.459, "de_lowest_kcal_mol": 12.5}